Record 1
29
Properties=species:S:1:pos:R:3 method="wB97M-V/def2-TZVPD" homo_ev="-13.19 / -12.92" total_charge=+1 e_tot_ha=-806.98138 max_force_ev_per_a=3.12 multiplicity=2 homo_lumo_gap_ev="8.613 / 3.326"
Al 3.021 -2.803 1.705
F 0.902 -1.747 0.119
C 3.013 2.340 1.501
C 2.090 1.423 2.364
O 2.253 0.088 1.958
H 3.031 2.087 0.441
H 4.007 2.199 1.926
H 2.568 3.334 1.549
H 1.052 1.735 2.251
H 2.245 1.556 3.434
H 1.674 0.070 1.193
C -2.096 2.288 1.029
C -1.591 0.786 1.037
O -0.454 0.845 0.199
H -2.392 2.444 -0.009
H -1.358 2.970 1.449
H -3.025 2.324 1.598
H -2.357 0.064 0.754
H -1.350 0.479 2.055
H 0.045 0.067 -0.063
C -1.448 -2.867 -3.883
C -1.368 -2.080 -2.562
O -0.883 -2.973 -1.545
H -1.970 -3.819 -3.784
H -0.459 -3.188 -4.210
H -1.932 -2.203 -4.599
H -2.268 -1.514 -2.325
H -0.602 -1.323 -2.730
H -0.345 -2.583 -0.852

Record 2
14
Properties=species:S:1:pos:R:3 method="wB97M-V/def2-TZVPD" homo_ev=-8.74 smiles=CNCSC total_charge=0 e_tot_ha=-572.57179 max_force_ev_per_a=4.19 de_lowest_kcal_mol=42.9 multiplicity=1 homo_lumo_gap_ev=9.730
C -2.223 -0.854 -0.005
S -0.884 -1.836 -0.751
H -3.111 -0.954 -0.647
H -2.473 -1.279 1.097
H -1.785 0.117 0.253
C 1.679 1.242 0.543
C 0.419 -0.319 -0.854
N 1.172 -0.069 0.316
H 2.372 1.537 -0.259
H 2.212 1.212 1.492
H 0.871 2.027 0.567
H 0.049 0.515 -1.519
H 1.000 -1.036 -1.465
H 0.703 -0.304 1.233

Record 3
62
Properties=species:S:1:pos:R:3 method="wB97M-V/def2-TZVPD" homo_ev=-11.02 total_charge=+1 e_tot_ha=-2279.11646 max_force_ev_per_a=0.30 de_lowest_kcal_mol=0.0 multiplicity=1 homo_lumo_gap_ev=7.824
Pt -1.078 -0.521 0.740
C 2.782 -0.015 -1.137
C 1.534 -0.636 -0.585
N 0.647 0.116 -0.008
N 0.867 1.492 0.010
C 0.095 2.171 0.775
S -1.189 1.536 1.774
S 0.216 3.917 0.782
C 0.673 4.160 -0.958
C -0.373 3.571 -1.868
C -1.694 4.008 -1.807
C -2.661 3.449 -2.628
C -2.320 2.440 -3.523
C -1.006 2.001 -3.592
C -0.040 2.563 -2.767
C 1.383 -2.091 -0.684
C 2.546 -2.848 -0.930
C 2.518 -4.215 -1.065
C 1.295 -4.879 -0.981
C 0.138 -4.173 -0.747
C 0.152 -2.782 -0.583
O -1.025 -2.197 -0.376
H 2.680 1.058 -1.220
H 3.024 -0.454 -2.103
H 3.611 -0.219 -0.455
H 1.658 3.741 -1.146
H 0.735 5.245 -1.056
H -1.967 4.789 -1.107
H -3.680 3.811 -2.581
H -3.072 2.015 -4.175
H -0.728 1.228 -4.298
H 0.985 2.220 -2.825
H 3.499 -2.346 -1.001
H 3.434 -4.763 -1.237
H 1.252 -5.955 -1.092
H -0.818 -4.675 -0.677
N -2.986 -1.146 1.298
C -3.854 -1.091 0.083
C -3.638 0.233 -0.627
N -2.213 0.346 -1.002
H -2.939 -2.099 1.651
H -3.378 -0.566 2.035
H -4.901 -1.225 0.354
H -3.545 -1.919 -0.555
H -3.866 1.065 0.042
H -4.302 0.304 -1.490
H -1.974 1.304 -1.255
H -1.998 -0.247 -1.800
F 4.479 0.825 4.410
C 3.357 0.268 3.929
C 2.137 0.685 4.428
C 0.985 0.111 3.920
C 1.041 -0.865 2.924
C -0.195 -1.480 2.362
C 2.294 -1.280 2.473
C 3.460 -0.716 2.966
H 2.104 1.440 5.201
H 0.026 0.427 4.308
H -0.978 -1.543 3.121
H 0.013 -2.484 1.986
H 2.360 -2.075 1.738
H 4.436 -1.039 2.632